No. 1
Formula: C51H92O15S5
Source: the OMol25 dataset
Level of theory: ωB97M-V with the def2-TZVPD basis set

```
! RIJCOSX wB97M-V def2-TZVPD def2/J DEFGRID3
* xyz 0 1
C 1.959 2.734 -0.178
C 1.806 4.044 0.557
O 1.240 5.112 -0.237
S -0.378 5.429 -0.181
C -0.762 4.718 -1.780
O -1.058 4.616 0.814
O -0.499 6.859 -0.226
H 1.097 2.264 -0.635
H 2.530 2.018 0.416
H 2.741 3.030 -0.890
H 1.256 3.973 1.501
H 2.722 4.539 0.878
H -0.794 3.648 -1.563
H 0.140 4.757 -2.389
H -1.642 5.135 -2.254
C -6.106 -0.330 0.209
C -5.842 -0.854 -1.202
O -6.100 -2.251 -1.237
S -4.866 -3.263 -1.424
C -4.744 -3.162 -3.239
O -3.688 -2.718 -0.813
O -5.333 -4.595 -1.177
H -5.668 -0.918 1.017
H -7.178 -0.409 0.419
H -5.856 0.723 0.318
H -6.559 -0.313 -1.819
H -4.832 -0.545 -1.474
H -5.763 -3.211 -3.617
H -4.220 -4.014 -3.664
H -4.278 -2.213 -3.492
C 4.475 5.893 -0.750
C 5.533 4.820 -1.030
O 5.148 3.657 -0.282
S 6.061 2.336 -0.574
C 7.206 2.469 0.838
O 5.188 1.205 -0.416
O 6.808 2.495 -1.779
H 3.525 5.487 -1.102
H 4.758 6.820 -1.247
H 4.225 6.179 0.274
H 5.491 4.649 -2.104
H 6.540 5.171 -0.798
H 6.729 2.162 1.767
H 7.446 3.520 0.984
H 8.060 1.853 0.572
C 1.505 3.060 -8.128
C 2.224 2.684 -6.824
O 1.320 2.213 -5.839
S 1.460 2.712 -4.317
C 3.089 1.925 -3.992
O 1.561 4.145 -4.340
O 0.365 2.104 -3.600
H 2.200 2.950 -8.965
H 1.133 4.080 -8.181
H 0.737 2.315 -8.344
H 2.879 1.844 -7.062
H 2.788 3.581 -6.564
H 3.949 2.565 -4.142
H 2.944 0.984 -4.514
H 3.071 1.645 -2.934
C -1.249 -5.023 -1.210
C -0.357 -4.544 -2.352
O 0.985 -4.606 -1.931
S 2.099 -5.034 -3.058
C 3.529 -5.277 -1.953
O 1.758 -6.322 -3.632
O 2.383 -3.970 -3.990
H -0.826 -5.977 -0.889
H -2.258 -5.221 -1.570
H -1.265 -4.285 -0.416
H -0.626 -5.130 -3.240
H -0.735 -3.570 -2.692
H 4.385 -4.928 -2.519
H 3.439 -6.353 -1.842
H 3.310 -4.678 -1.074
C 7.169 -4.187 -1.976
C 6.860 -5.132 -1.014
C 6.212 -4.746 0.166
C 5.878 -3.414 0.419
C 6.226 -2.508 -0.571
C 6.836 -2.864 -1.761
H 7.602 -4.477 -2.926
H 7.233 -6.131 -1.205
H 5.989 -5.520 0.891
H 5.500 -3.078 1.373
H 6.121 -1.445 -0.375
H 6.810 -2.189 -2.608
C -7.153 5.188 -1.945
C -5.800 4.882 -2.028
C -5.187 4.160 -1.023
C -5.945 3.631 0.009
C -7.273 4.029 0.144
C -7.891 4.763 -0.855
H -7.592 5.788 -2.732
H -5.259 4.998 -2.961
H -4.145 3.876 -1.114
H -5.444 3.027 0.756
H -7.880 3.664 0.964
H -8.938 5.021 -0.770
C -5.050 -0.210 4.005
C -5.862 0.783 3.438
C -6.997 1.240 4.083
C -7.349 0.621 5.292
C -6.516 -0.280 5.914
C -5.319 -0.652 5.275
H -4.198 -0.496 3.402
H -5.670 1.176 2.449
H -7.698 1.933 3.640
H -8.304 0.815 5.768
H -6.838 -0.695 6.859
H -4.711 -1.459 5.667
C 2.787 0.492 3.365
C 1.846 0.842 4.320
C 1.785 2.142 4.837
C 2.735 3.059 4.448
C 3.719 2.722 3.514
C 3.707 1.464 2.965
H 3.005 -0.529 3.084
H 1.127 0.115 4.680
H 1.064 2.468 5.574
H 2.750 4.060 4.864
H 4.441 3.481 3.239
H 4.532 1.147 2.333
C -3.493 -4.094 4.059
C -2.199 -4.835 4.387
C -0.994 -3.885 4.589
C -0.466 -3.134 3.358
C -0.257 -3.951 2.074
C 0.635 -5.175 2.244
H -3.199 -3.415 3.250
H -3.775 -3.459 4.897
H -4.276 -4.769 3.726
H -2.353 -5.375 5.325
H -1.907 -5.542 3.607
H -0.198 -4.364 5.158
H -1.387 -3.092 5.239
H -1.071 -2.258 3.125
H 0.548 -2.829 3.643
H -1.230 -4.274 1.698
H 0.209 -3.288 1.341
H 0.210 -5.881 2.962
H 0.784 -5.670 1.285
H 1.608 -4.937 2.686
C -2.837 0.682 0.930
C -1.327 0.889 0.869
C -0.615 0.102 -0.233
C 0.723 -0.468 0.291
C 1.570 -1.070 -0.821
C 2.952 -1.561 -0.363
H -3.228 1.505 1.545
H -3.137 -0.240 1.431
H -3.413 0.824 0.014
H -1.230 1.966 0.681
H -0.913 0.851 1.880
H -0.231 0.777 -1.005
H -1.183 -0.689 -0.720
H 1.370 0.229 0.827
H 0.502 -1.244 1.037
H 1.112 -1.923 -1.334
H 1.642 -0.307 -1.607
H 3.391 -2.044 -1.238
H 3.609 -0.755 -0.035
H 2.827 -2.282 0.448
*
```

For the total energy, the calculation gives -139263.551 eV. The HOMO energy comes out at -9.29 eV. The lowest unoccupied orbital energy comes out at 0.0053 Eh. Its SMILES is CCOS(C)(=O)=O.CCOS(C)(=O)=O.CCOS(C)(=O)=O.CCOS(C)(=O)=O.CCOS(C)(=O)=O.c1ccccc1.c1ccccc1.c1ccccc1.c1ccccc1.CCCCCC.CCCCCC. For the max |F|, the calculation gives 2.9 eV Å⁻¹.

=====

No. 2
Formula: C17H19ClN2O3S2
Source: the OMol25 dataset
Level of theory: ωB97M-V with the def2-TZVPD basis set

```
! RIJCOSX wB97M-V def2-TZVPD def2/J DEFGRID3
* xyz 0 1
C 0.632 6.204 2.433
C 1.058 5.131 1.454
O 1.486 5.365 0.352
N 0.899 3.870 1.974
C 1.151 2.638 1.379
C 1.640 2.515 0.078
C 1.846 1.258 -0.458
C 1.577 0.131 0.295
S 1.864 -1.478 -0.408
O 3.076 -2.046 0.101
O 1.733 -1.381 -1.842
N 0.594 -2.361 0.253
C 0.788 -3.796 0.228
C 0.821 -4.400 -1.173
S -0.808 -4.502 -1.985
C -1.019 -2.831 -2.717
C -1.832 -1.920 -1.851
C -3.031 -2.355 -1.295
C -3.771 -1.516 -0.484
C -3.330 -0.232 -0.211
C -2.138 0.201 -0.769
Cl -1.567 1.799 -0.431
C -1.387 -0.627 -1.588
C 1.107 0.236 1.590
C 0.890 1.488 2.129
H 0.792 7.179 1.984
H 1.214 6.132 3.350
H -0.423 6.092 2.676
H 0.529 3.814 2.913
H 1.840 3.401 -0.502
H 2.207 1.137 -1.467
H -0.281 -2.077 -0.170
H 1.756 -3.970 0.706
H -0.001 -4.261 0.825
H 1.164 -5.433 -1.121
H 1.488 -3.828 -1.817
H -0.027 -2.422 -2.906
H -1.528 -3.008 -3.666
H -3.367 -3.361 -1.497
H -4.701 -1.861 -0.058
H -3.900 0.428 0.423
H -0.459 -0.278 -2.016
H 0.908 -0.661 2.153
H 0.510 1.582 3.137
*
```

For the total energy, the calculation gives -61253.680 eV. The HOMO energy comes out at -8.66 eV. The lowest unoccupied orbital energy comes out at 0.0165 Eh. The energy above the lowest of the compared OMol25 structures with the same formula, charge and spin is 9.2 kJ/mol. Its SMILES is CC(=O)Nc1ccc(S(=O)(=O)NCCSCc2cccc(Cl)c2)cc1. For the max |F|, the calculation gives 1.0 eV Å⁻¹.

=====

No. 3
Formula: C25H37AsN8S2Ti
Source: the OMol25 dataset
Level of theory: ωB97M-V with the def2-TZVPD basis set

```
! RIJCOSX wB97M-V def2-TZVPD def2/J DEFGRID3
* xyz 2 3
Ti 0.172 -0.514 -0.105
C -0.666 -0.549 2.984
C 0.584 -1.390 2.747
N 0.455 -2.159 1.496
C -0.430 -3.329 1.601
C -1.226 -3.562 0.327
S -2.038 -2.066 -0.301
C -2.972 -1.474 1.141
C -2.581 -0.055 1.526
N -1.132 0.121 1.750
H -0.459 0.181 3.769
H -1.470 -1.177 3.371
H 0.761 -2.032 3.617
H 1.444 -0.731 2.632
H 1.371 -2.450 1.182
H -1.108 -3.181 2.441
H 0.140 -4.233 1.833
H -1.973 -4.342 0.475
H -0.579 -3.878 -0.493
H -2.829 -2.178 1.958
H -4.031 -1.497 0.888
H -3.154 0.232 2.415
H -2.874 0.625 0.727
H -0.973 1.129 1.804
N -0.926 3.197 -2.514
C 0.036 2.613 -3.294
C 0.371 1.465 -2.652
N -0.331 1.359 -1.465
C -1.115 2.421 -1.421
C -1.999 2.851 -0.336
N -1.673 2.952 0.931
C -2.772 3.490 1.556
C -3.768 3.716 0.653
N -3.263 3.306 -0.552
H -1.332 4.107 -2.661
H 0.373 3.048 -4.217
H 1.098 0.731 -2.949
H -2.782 3.694 2.613
H -4.757 4.126 0.753
H -3.764 3.288 -1.426
C -0.209 -2.233 -4.206
C 0.990 -2.836 -4.545
C 2.055 -2.733 -3.669
C 1.903 -2.043 -2.472
N 0.732 -1.486 -2.119
C -0.291 -1.577 -2.994
C 3.034 -1.870 -1.522
C 4.356 -2.038 -1.921
C 5.366 -1.886 -0.990
C 5.028 -1.569 0.315
C 3.692 -1.386 0.617
N 2.707 -1.527 -0.272
H -1.067 -2.267 -4.862
H 1.096 -3.378 -5.474
H 2.995 -3.205 -3.905
H -1.213 -1.088 -2.706
H 4.597 -2.261 -2.949
H 6.400 -2.010 -1.280
H 5.782 -1.453 1.081
H 3.397 -1.102 1.618
C 0.635 3.230 3.117
As 2.278 2.650 2.305
C 3.273 1.767 3.695
C 3.262 4.231 1.851
S 2.017 1.482 0.573
H 0.185 2.392 3.649
H 0.837 4.036 3.822
H -0.033 3.562 2.326
H 3.505 2.475 4.490
H 4.195 1.377 3.268
H 2.679 0.950 4.101
H 3.437 4.829 2.744
H 2.683 4.798 1.125
H 4.209 3.933 1.405
*
```

For the total energy, the calculation gives -144061.988 eV. The HOMO energy (spin up / spin down) comes out at -11.82 / -13.38 eV. The lowest unoccupied orbital energy (spin up / spin down) comes out at -0.1795 / -0.1843 Eh. The energy above the lowest of the compared OMol25 structures with the same formula, charge and spin is 55.7 kJ/mol. For the max |F|, the calculation gives 0.6 eV Å⁻¹.

=====

No. 4
Formula: C4H9N3O
Source: the OMol25 dataset
Level of theory: ωB97M-V with the def2-TZVPD basis set

```
! RIJCOSX wB97M-V def2-TZVPD def2/J DEFGRID3
* xyz 0 1
C 0.090 1.154 0.300
C 1.571 1.055 0.017
C -0.579 -0.410 -0.558
C -1.922 0.175 -0.031
N -0.344 -1.593 1.442
N -0.326 -0.302 -1.930
N -0.256 -1.552 0.032
O -2.603 0.351 0.884
H -0.528 -2.553 1.707
H 0.538 -1.313 1.866
H -1.134 -0.108 -2.507
H 0.151 -1.136 -2.250
H -0.142 1.108 1.361
H -0.368 2.026 -0.168
H 1.977 0.106 0.371
H 2.105 1.867 0.518
H 1.769 1.125 -1.052
*
```

For the total energy, the calculation gives -10807.428 eV. The HOMO energy (spin up / spin down) comes out at -7.70 / -7.70 eV. The lowest unoccupied orbital energy (spin up / spin down) comes out at 0.0009 / 0.0009 Eh. The energy above the lowest of the compared OMol25 structures with the same formula, charge and spin is 485.7 kJ/mol. For the max |F|, the calculation gives 3.3 eV Å⁻¹.

=====

No. 5
Formula: C4H6O2
Source: the OMol25 dataset
Level of theory: ωB97M-V with the def2-TZVPD basis set

```
! RIJCOSX wB97M-V def2-TZVPD def2/J DEFGRID3
* xyz 0 1
O 0.186 0.667 -1.647
C -0.699 0.289 -0.725
C -1.800 -0.323 -0.445
C -1.073 0.351 0.713
C 2.289 0.615 1.271
O 2.452 1.004 0.213
H 0.931 1.097 -1.205
H 0.875 -1.908 -0.199
H -2.682 -0.878 -0.716
H -0.542 -0.260 1.454
H -1.472 1.280 1.139
H 1.533 -1.934 0.148
*
```

For the total energy, the calculation gives -8336.158 eV. The HOMO energy comes out at -8.80 eV. The lowest unoccupied orbital energy comes out at 0.0325 Eh. The energy above the lowest of the compared OMol25 structures with the same formula, charge and spin is 415.1 kJ/mol. For the max |F|, the calculation gives 1.4 eV Å⁻¹.

=====

No. 6
Formula: C34H34N6O7RhS2
Source: the OMol25 dataset
Level of theory: ωB97M-V with the def2-TZVPD basis set

```
! RIJCOSX wB97M-V def2-TZVPD def2/J DEFGRID3
* xyz 1 1
Rh 0.563 -1.305 0.425
C 2.992 3.834 0.213
C 2.418 3.307 1.520
N 1.003 2.952 1.389
C 0.075 4.094 1.421
C -0.482 4.337 2.814
C 0.539 1.703 1.355
S 1.723 0.410 1.447
N -0.787 1.596 1.272
C -1.520 0.493 1.325
O -1.140 -0.719 1.315
C -2.991 0.699 1.427
C -3.833 -0.403 1.571
C -5.204 -0.226 1.650
C -5.745 1.050 1.576
C -4.912 2.151 1.431
C -3.540 1.978 1.362
H 4.060 4.017 0.325
H 2.524 4.770 -0.092
H 2.852 3.108 -0.590
H 2.487 4.055 2.312
H 2.981 2.442 1.854
H -0.726 3.916 0.708
H 0.644 4.958 1.079
H -1.083 3.489 3.139
H -1.111 5.228 2.814
H 0.321 4.495 3.536
H -3.402 -1.393 1.629
H -5.853 -1.083 1.771
H -6.817 1.187 1.634
H -5.334 3.146 1.376
H -2.881 2.828 1.257
O -0.264 -8.441 2.432
N -0.131 -7.365 2.968
O 0.155 -7.191 4.136
C -0.199 -6.165 2.105
C -0.998 -6.257 1.023
C -1.158 -5.140 0.146
C -1.978 -5.149 -0.997
C -2.058 -4.024 -1.775
C -1.299 -2.896 -1.431
N -0.516 -2.883 -0.373
C -0.463 -3.968 0.432
C 0.344 -3.868 1.615
N 0.937 -2.667 1.847
C 1.792 -2.546 2.841
C 2.071 -3.618 3.695
C 1.439 -4.818 3.521
C 0.528 -4.970 2.453
H -1.512 -7.186 0.821
H -2.539 -6.040 -1.249
H -2.682 -3.992 -2.655
H -1.309 -1.998 -2.035
H 2.259 -1.584 2.976
H 2.791 -3.480 4.487
H 1.640 -5.643 4.185
C -1.082 5.259 -4.888
C -0.587 3.997 -4.242
C 0.032 3.011 -5.012
C 0.483 1.837 -4.440
C 0.313 1.649 -3.074
C -0.303 2.606 -2.282
C -0.749 3.775 -2.877
S 0.947 0.181 -2.356
O 0.911 -0.886 -3.306
O 0.137 0.042 -1.123
N 2.483 0.518 -1.941
C 3.583 -0.399 -2.336
C 4.279 -0.953 -1.103
C 3.377 -1.769 -0.183
O 3.786 -2.240 0.860
O 2.150 -1.854 -0.626
H -0.294 5.729 -5.477
H -1.430 5.976 -4.146
H -1.910 5.044 -5.564
H 0.158 3.166 -6.076
H 0.953 1.070 -5.041
H -0.452 2.430 -1.224
H -1.241 4.527 -2.272
H 2.505 0.746 -0.947
H 4.292 0.173 -2.935
H 3.174 -1.194 -2.953
H 4.660 -0.127 -0.493
H 5.154 -1.543 -1.377
*
```

For the total energy, the calculation gives -83757.159 eV. The HOMO energy comes out at -11.51 eV. The lowest unoccupied orbital energy comes out at -0.1312 Eh. The energy above the lowest of the compared OMol25 structures with the same formula, charge and spin is 0.0 kJ/mol. For the max |F|, the calculation gives 1.0 eV Å⁻¹.

=====

No. 7
Formula: C5H7NO
Source: the OMol25 dataset
Level of theory: ωB97M-V with the def2-TZVPD basis set

```
! RIJCOSX wB97M-V def2-TZVPD def2/J DEFGRID3
* xyz 0 1
C -1.274 -0.652 -0.807
C -0.711 0.222 -1.604
C 0.271 -0.168 1.312
C 1.437 0.056 0.296
C -0.984 0.108 0.521
N -0.165 1.284 -0.770
O 1.171 1.291 -0.346
H -1.890 -1.438 -1.046
H -0.699 0.163 -2.680
H 0.469 -1.186 1.523
H 0.259 0.325 2.334
H 2.485 0.036 0.738
H 1.413 -0.710 -0.352
H -1.781 0.669 0.882
*
```

For the total energy, the calculation gives -8830.809 eV. The HOMO energy comes out at -9.03 eV. The lowest unoccupied orbital energy comes out at 0.0384 Eh. The energy above the lowest of the compared OMol25 structures with the same formula, charge and spin is 520.4 kJ/mol. For the max |F|, the calculation gives 4.6 eV Å⁻¹.

=====

No. 8
Formula: C13H18Cl2N2O2PV
Source: the OMol25 dataset
Level of theory: ωB97M-V with the def2-TZVPD basis set

```
! RIJCOSX wB97M-V def2-TZVPD def2/J DEFGRID3
* xyz 3 2
C 0.919 -4.471 -2.080
C 1.072 -3.123 -1.456
H -0.152 -4.661 -2.134
H 1.421 -5.233 -1.459
H 1.355 -4.522 -3.096
O 0.135 -2.425 -1.085
Cl 2.655 -2.504 -1.343
V 0.059 1.565 0.028
P 0.110 1.055 -2.279
C -1.434 1.475 -3.177
C 1.275 2.327 -2.879
H 1.564 -0.679 -3.206
H 0.577 0.181 -4.442
H -0.183 -1.076 -3.404
C 0.571 -0.278 -3.438
H 2.273 2.097 -2.484
H 1.296 2.277 -3.977
H -1.196 1.549 -4.249
H -1.871 2.419 -2.836
H 0.978 3.326 -2.552
H -2.158 0.663 -3.025
C -1.777 1.433 -0.155
O -2.935 1.262 -0.312
Cl 1.112 3.384 0.602
N 0.366 -1.481 2.957
C 0.604 -1.025 1.706
N 0.057 0.186 1.535
C -0.595 0.519 2.738
C -1.031 1.778 3.134
C -1.150 2.024 4.508
C -0.885 1.011 5.440
C -0.527 -0.290 5.029
C -0.383 -0.508 3.662
H 0.650 -2.392 3.302
H 1.196 -1.554 0.961
H -1.217 2.532 2.377
H -1.443 3.013 4.859
H -0.951 1.258 6.500
H -0.357 -1.111 5.729
*
```

For the total energy, the calculation gives -80838.600 eV. The HOMO energy (spin up / spin down) comes out at -19.23 / -19.08 eV. The lowest unoccupied orbital energy (spin up / spin down) comes out at -0.5443 / -0.5395 Eh. For the max |F|, the calculation gives 10.7 eV Å⁻¹.

=====

no.,molar mass (g/mol)
1,1105.6
2,398.9
3,636.5
4,115.1
5,86.1
6,805.7
7,97.1
8,387.1